{
  "formula": "C2H8S4",
  "method": "ωB97M-V with the def2-TZVPD basis set",
  "energy_ha": -1673.7067,
  "homo_energy_ha": -0.3116,
  "molar_mass_da": 160.35,
  "e_above_lowest_kcal_mol": 19.9,
  "smiles": "CSS.CSS",
  "gap_ev": 8.83,
  "largest_force_ev_per_a": 1.64,
  "species": ["C", "S", "S", "H", "H", "H", "H", "C", "S", "S", "H", "H", "H", "H"],
  "xyz": [[-2.130, 1.540, 0.330], [-2.564, 1.524, -1.428], [-1.291, 0.246, -2.328], [-2.865, 2.185, 0.818], [-1.212, 2.130, 0.459], [-2.050, 0.590, 0.841], [-0.188, 0.892, -2.761], [1.007, -2.032, 0.292], [2.528, -1.290, 0.921], [1.714, -0.219, 2.496], [1.170, -3.027, -0.130], [0.449, -1.579, -0.534], [0.436, -2.254, 1.196], [2.279, 0.975, 2.714]],
  "forces_ev_per_angstrom": [[0.69, 1.25, 0.07], [-0.18, 0.35, 0.21], [0.16, -1.12, -0.20], [-0.37, -0.33, -0.13], [0.06, -0.50, -0.06], [-0.10, -0.27, -0.22], [-0.23, 0.61, 0.32], [-0.56, -0.80, -0.01], [0.64, 0.28, -0.64], [-1.08, -0.65, 1.04], [0.88, -0.05, 0.29], [0.08, 0.86, 0.68], [-0.52, 0.30, -0.37], [0.53, 0.09, -1.00]],
  "lowdin_charge": [-0.48, 0.34, 0.27, 0.03, 0.03, 0.03, -0.19, -0.51, 0.36, 0.28, 0.03, 0.00, 0.01, -0.21]
}



{
  "formula": "C30H26N7NaO7S2Se2",
  "method": "ωB97M-V with the def2-TZVPD basis set",
  "energy_ha": -7830.5306,
  "homo_energy_ha": -0.1169,
  "molar_mass_da": 841.62,
  "e_above_lowest_kcal_mol": 8.0,
  "gap_ev": 6.94,
  "largest_force_ev_per_a": 0.30,
  "total_charge": -2,
  "species": ["Na", "C", "C", "C", "C", "C", "C", "C", "S", "O", "O", "N", "C", "C", "C", "C", "C", "N", "H", "H", "H", "H", "H", "H", "H", "H", "H", "H", "H", "Se", "Se", "C", "C", "C", "C", "C", "N", "C", "C", "C", "C", "C", "N", "H", "H", "H", "H", "H", "H", "H", "H", "N", "N", "C", "O", "O", "H", "H", "H", "O", "S", "O", "N", "C", "O", "C", "C", "C", "C", "C", "C", "H", "H", "H", "H"],
  "xyz": [[0.133, 0.114, -0.291], [-0.553, -8.784, -1.404], [-1.120, -7.399, -1.225], [-2.456, -7.208, -0.895], [-2.981, -5.931, -0.745], [-2.169, -4.824, -0.933], [-0.830, -4.999, -1.254], [-0.314, -6.277, -1.397], [-2.849, -3.165, -0.789], [-3.124, -2.747, -2.145], [-4.016, -3.322, 0.070], [-1.690, -2.293, -0.208], [-1.078, -2.613, 0.977], [-1.514, -3.579, 1.910], [-0.754, -3.813, 3.036], [0.416, -3.093, 3.251], [0.763, -2.143, 2.304], [0.048, -1.906, 1.207], [-1.195, -9.534, -0.941], [0.440, -8.864, -0.960], [-0.459, -9.036, -2.464], [-3.095, -8.072, -0.741], [-4.015, -5.778, -0.467], [-0.196, -4.127, -1.361], [0.738, -6.404, -1.632], [-2.440, -4.109, 1.738], [-1.080, -4.560, 3.753], [1.035, -3.243, 4.125], [1.641, -1.521, 2.442], [-2.306, 2.623, -1.341], [-3.866, 1.245, -0.357], [-2.917, 0.631, 1.209], [-3.618, -0.203, 2.075], [-2.984, -0.600, 3.236], [-1.695, -0.151, 3.497], [-1.075, 0.642, 2.549], [-1.677, 1.025, 1.417], [-1.691, 1.392, -2.698], [-1.711, 1.783, -4.029], [-1.277, 0.873, -4.978], [-0.878, -0.389, -4.567], [-0.901, -0.674, -3.210], [-1.272, 0.208, -2.293], [-4.607, -0.559, 1.820], [-3.483, -1.271, 3.925], [-1.156, -0.455, 4.384], [-0.043, 0.954, 2.661], [-2.064, 2.767, -4.305], [-1.266, 1.142, -6.028], [-0.553, -1.138, -5.276], [-0.606, -1.647, -2.834], [2.316, -0.276, -1.352], [2.822, 0.918, -1.917], [2.086, 2.143, -1.721], [2.767, 3.165, -1.941], [0.887, 2.053, -1.378], [2.677, -0.429, -0.414], [2.579, -1.051, -1.945], [3.803, 1.087, -1.741], [4.794, 0.678, 5.100], [4.930, 0.410, 3.684], [6.034, -0.453, 3.320], [3.546, -0.060, 3.022], [3.080, 0.830, 2.127], [2.040, 0.720, 1.472], [3.978, 2.038, 1.974], [3.812, 3.120, 1.128], [4.792, 4.108, 1.146], [5.893, 4.014, 1.994], [6.053, 2.921, 2.841], [5.076, 1.948, 2.803], [2.973, 3.185, 0.447], [4.697, 4.951, 0.474], [6.643, 4.798, 1.984], [6.909, 2.832, 3.497]],
  "forces_ev_per_angstrom": [[0.11, 0.23, 0.17], [0.00, 0.01, 0.00], [0.00, -0.01, 0.00], [0.00, 0.00, 0.00], [0.00, 0.00, -0.01], [-0.03, -0.03, -0.05], [0.01, -0.01, -0.01], [0.00, 0.01, 0.00], [-0.09, -0.02, 0.15], [0.01, 0.02, -0.07], [0.06, -0.01, 0.00], [0.08, -0.07, -0.02], [0.02, 0.13, -0.10], [0.01, -0.01, 0.02], [-0.03, -0.03, -0.01], [0.02, 0.02, 0.00], [-0.08, 0.00, 0.04], [0.03, -0.04, -0.04], [0.00, 0.00, 0.00], [0.00, 0.00, 0.00], [0.00, 0.00, 0.00], [0.00, 0.00, 0.00], [0.00, 0.01, 0.00], [0.00, 0.00, -0.01], [0.00, 0.00, 0.00], [-0.01, 0.01, 0.04], [0.00, 0.01, 0.00], [0.00, -0.01, 0.00], [0.02, -0.01, -0.03], [0.04, -0.03, -0.05], [-0.04, 0.01, -0.02], [0.03, -0.02, -0.01], [0.01, -0.02, -0.05], [0.03, 0.00, 0.03], [-0.02, -0.01, 0.02], [-0.04, 0.00, -0.05], [0.03, -0.02, 0.06], [0.02, 0.05, 0.04], [-0.01, 0.04, 0.00], [0.01, -0.02, 0.00], [0.00, 0.05, 0.00], [0.08, -0.12, 0.00], [-0.19, 0.02, -0.02], [0.00, 0.00, 0.01], [0.00, 0.00, 0.00], [-0.01, 0.00, 0.00], [0.01, 0.01, 0.01], [0.00, 0.00, 0.00], [0.00, 0.01, 0.00], [0.00, 0.00, 0.01], [-0.04, 0.02, 0.02], [0.02, 0.01, 0.00], [0.00, -0.02, -0.06], [0.03, 0.07, 0.01], [-0.01, -0.01, -0.02], [-0.02, -0.12, -0.07], [-0.02, 0.03, 0.01], [0.00, -0.01, 0.01], [0.00, 0.00, 0.00], [0.00, 0.01, 0.01], [-0.03, 0.01, -0.01], [-0.01, 0.00, 0.00], [0.01, 0.01, 0.00], [-0.01, -0.02, 0.05], [0.02, -0.08, 0.02], [0.00, 0.00, 0.01], [0.03, 0.01, -0.03], [-0.02, 0.00, -0.02], [0.01, -0.02, 0.01], [0.00, 0.02, -0.02], [0.00, -0.02, 0.01], [-0.02, -0.01, 0.00], [0.00, 0.00, 0.00], [0.00, 0.00, 0.00], [0.00, 0.00, 0.00]],
  "lowdin_charge": [0.21, -0.07, -0.29, -0.05, -0.06, -0.27, -0.05, -0.04, 0.53, -0.33, -0.36, -0.10, -0.41, -0.04, -0.10, -0.09, -0.14, 0.11, 0.07, 0.07, 0.07, 0.10, 0.11, 0.11, 0.11, 0.09, 0.09, 0.09, 0.08, 0.68, 0.64, -0.66, -0.12, -0.08, -0.07, -0.12, 0.04, -0.66, -0.11, -0.08, -0.06, -0.12, 0.04, 0.10, 0.11, 0.10, 0.10, 0.09, 0.10, 0.10, 0.10, 0.00, -0.03, -0.77, -0.08, -0.08, 0.06, 0.07, 0.10, -0.35, 0.60, -0.35, -0.07, -0.52, 0.00, -0.12, 0.01, -0.07, -0.10, -0.06, -0.23, 0.10, 0.10, 0.09, 0.11]
}



{
  "formula": "C12H24Br2F3O6PS2",
  "method": "ωB97M-V with the def2-TZVPD basis set",
  "energy_ha": -7508.3976,
  "homo_energy_ha": -0.3038,
  "molar_mass_da": 576.23,
  "e_above_lowest_kcal_mol": 0.0,
  "smiles": "C/C(Br)=C(/Br)PCCC(F)(F)F.CCOS(C)(=O)=O.CCOS(C)(=O)=O",
  "gap_ev": 8.69,
  "largest_force_ev_per_a": 1.28,
  "species": ["C", "C", "Br", "C", "Br", "P", "C", "C", "C", "F", "F", "F", "H", "H", "H", "H", "H", "H", "H", "H", "C", "C", "O", "S", "C", "O", "O", "H", "H", "H", "H", "H", "H", "H", "H", "C", "C", "O", "S", "C", "O", "O", "H", "H", "H", "H", "H", "H", "H", "H"],
  "xyz": [[-2.111, -2.738, -2.162], [-1.379, -4.038, -2.084], [-1.905, -5.147, -0.626], [-0.456, -4.444, -2.970], [0.358, -6.152, -2.857], [-0.051, -3.444, -4.445], [1.758, -3.674, -4.732], [2.700, -2.701, -4.013], [3.021, -3.023, -2.569], [2.309, -2.265, -1.706], [4.333, -2.757, -2.316], [2.824, -4.309, -2.246], [-2.528, -2.532, -1.185], [-1.482, -1.903, -2.426], [-2.942, -2.855, -2.850], [-0.104, -2.116, -3.983], [1.900, -3.515, -5.793], [2.039, -4.695, -4.515], [3.650, -2.701, -4.535], [2.343, -1.680, -4.049], [-4.289, 3.147, -0.989], [-2.823, 2.980, -0.644], [-2.619, 2.102, 0.483], [-2.715, 0.536, 0.222], [-1.987, 0.013, 1.732], [-1.842, 0.200, -0.864], [-4.089, 0.142, 0.195], [-4.713, 2.221, -1.375], [-4.407, 3.920, -1.748], [-4.861, 3.428, -0.105], [-2.249, 2.618, -1.498], [-2.393, 3.933, -0.342], [-0.957, 0.358, 1.765], [-2.028, -1.074, 1.750], [-2.562, 0.424, 2.557], [4.183, 2.159, 4.081], [2.866, 1.692, 4.666], [1.889, 2.753, 4.741], [1.129, 3.151, 3.404], [-0.151, 4.102, 4.146], [0.574, 1.965, 2.825], [1.961, 4.007, 2.622], [4.081, 2.412, 3.026], [4.930, 1.372, 4.172], [4.539, 3.048, 4.600], [2.453, 0.853, 4.104], [3.004, 1.361, 5.694], [-0.753, 3.451, 4.774], [-0.751, 4.514, 3.338], [0.301, 4.901, 4.727]],
  "forces_ev_per_angstrom": [[-0.21, -0.52, 0.51], [0.70, -0.47, -0.32], [0.00, 0.09, -0.16], [-0.19, 0.54, 0.86], [-0.18, 0.10, -0.18], [-0.48, -0.76, -0.92], [0.03, 0.83, 0.57], [0.17, -0.39, -0.13], [0.34, 0.34, 0.17], [0.02, -0.30, -0.12], [-0.36, -0.04, 0.04], [0.01, 0.15, 0.02], [-0.15, 0.23, 0.11], [0.16, 0.18, -0.21], [-0.14, 0.23, -0.26], [0.26, -0.08, 0.40], [-0.03, -0.05, -0.30], [-0.05, -0.27, -0.02], [0.27, -0.06, -0.06], [-0.18, 0.22, 0.03], [-0.06, -0.20, 0.05], [-0.14, 0.31, -0.38], [-0.02, -0.06, 0.06], [0.35, 0.17, 0.52], [0.10, 0.00, 0.05], [-0.19, -0.03, -0.23], [-0.06, -0.10, -0.23], [0.02, 0.00, -0.01], [0.05, 0.03, 0.01], [0.02, 0.07, 0.00], [0.02, -0.11, 0.07], [0.06, -0.07, 0.16], [-0.01, 0.05, 0.01], [-0.05, -0.01, -0.07], [-0.03, 0.00, -0.01], [-0.09, 0.16, -0.14], [0.43, -0.35, -0.04], [-0.13, 0.07, 0.00], [-0.02, 0.12, 0.41], [-0.04, 0.00, 0.05], [0.01, -0.11, -0.19], [0.00, -0.02, -0.19], [-0.01, -0.02, 0.00], [-0.02, -0.03, 0.05], [0.03, -0.03, 0.06], [-0.10, 0.09, -0.04], [-0.13, 0.12, 0.06], [0.01, -0.02, 0.00], [0.03, -0.02, -0.05], [0.02, 0.01, -0.01]],
  "lowdin_charge": [-0.16, -0.84, 0.70, -0.98, 0.71, 0.92, -0.42, -0.14, -0.61, 0.12, 0.11, 0.10, 0.04, 0.04, 0.09, -0.05, 0.06, 0.03, 0.12, 0.11, -0.07, -0.25, -0.26, 0.56, -0.11, -0.28, -0.27, 0.07, 0.08, 0.08, 0.11, 0.12, 0.05, 0.08, 0.08, -0.07, -0.25, -0.26, 0.57, -0.12, -0.28, -0.27, 0.07, 0.08, 0.08, 0.11, 0.12, 0.08, 0.08, 0.08]
}